Molecular formula: C44H38NO3
Method: DFT, ωB97M-V with the def2-TZVPD basis set

Calculated values
LUMO level in eV: 0.9
F_max in hartree/bohr: 0.0578
HOMO in eV: -3.010
Kohn-Sham gap in eV: 3.9

The geometry in ORCA input format:
```
! wB97M-V def2-TZVPD RIJCOSX def2/J DEFGRID3
* xyz -1 1
O 2.022 2.111 3.669
O -1.840 -4.002 -2.861
O 2.790 0.021 3.058
N 2.810 1.236 0.528
C 2.972 1.667 -0.699
C 0.208 -5.446 -1.635
C 1.455 -6.820 -0.074
C 1.079 3.192 5.537
C -4.014 -2.115 -2.582
C 4.947 0.245 -0.668
C -0.392 -2.057 -0.239
C -2.739 -2.049 -1.850
C 6.080 -0.304 -1.259
C -0.234 1.393 4.413
C 0.417 -4.765 0.678
C 1.832 3.910 -0.563
C -4.158 -2.855 -3.770
C -3.582 3.405 1.232
C -2.397 -0.949 -1.101
C -5.392 -2.942 -4.412
C -5.147 -1.415 -2.092
C -2.257 3.719 0.898
C -1.774 -3.171 -1.936
C 1.945 1.541 1.436
C -0.723 -3.220 -0.895
C -1.194 -0.879 -0.321
C -3.980 2.063 1.324
C 6.380 -0.002 -2.597
C 1.218 2.304 -2.293
C -0.036 -4.488 -0.633
C 0.824 4.768 -1.008
C 1.154 -5.915 0.954
C 4.320 1.267 -2.790
C -1.714 1.336 0.705
C 1.162 1.833 4.845
C 4.069 1.046 -1.423
C -3.071 1.045 1.056
C -6.376 -1.481 -2.750
C 0.952 -6.591 -1.364
C -0.791 0.306 0.347
C -1.333 2.706 0.683
C 2.279 1.087 2.789
C -6.510 -2.263 -3.907
C 0.256 3.192 -2.769
C 0.081 4.432 -2.149
C 1.865 0.795 5.700
C 5.478 0.751 -3.363
C 2.043 2.680 -1.226
H -0.644 2.085 3.664
H -7.472 -2.325 -4.418
H 1.136 -7.293 -2.176
H 6.721 -0.969 -0.685
H -0.226 0.379 3.991
H 3.595 1.834 -3.374
H 1.500 -6.106 1.972
H -4.306 4.206 1.388
H 2.051 3.470 5.966
H -5.043 -0.837 -1.170
H 4.718 0.072 0.385
H 5.678 0.929 -4.422
H -0.356 2.905 -3.627
H 0.153 -4.074 1.483
H 0.517 -2.018 0.366
H 0.609 5.682 -0.447
H 2.238 -0.022 5.073
H -3.391 0.001 1.095
H -3.039 -0.067 -1.149
H -7.222 -0.915 -2.358
H -0.901 1.393 5.289
H -0.318 2.955 0.363
H 2.453 4.193 0.291
H 0.783 3.975 4.824
H -5.004 1.803 1.600
H 2.069 -7.700 0.120
H 1.316 1.297 -2.705
H 0.269 0.432 0.566
H -3.302 -3.388 -4.174
H -5.463 -3.537 -5.318
H -1.933 4.758 0.797
H -0.668 5.128 -2.523
H -0.209 -5.286 -2.627
H 2.728 1.257 6.193
H 7.300 -0.383 -3.051
H 1.189 0.388 6.460
H 0.345 3.162 6.351
H 1.142 2.295 1.360
*
```